one.
Entry from the Open Molecules 2025 dataset: one molecule with the formula C3H6FN3 (ωB97M-V/def2-TZVPD).

## Properties
**LUMO level**: 0.81 eV
**Kohn-Sham gap**: 8.598 eV
**Molar mass**: 103.10 g/mol
**HOMO**: -7.79 eV

Structure (ORCA input):
```
! RIJCOSX wB97M-V def2-TZVPD def2/J DEFGRID3
* xyz 0 1
N 2.2717 -0.8610 -0.1800
C 1.8546 0.4377 -0.0971
C 0.5805 0.8878 -0.0694
F 0.3885 2.2442 -0.0726
C -0.6267 0.0728 -0.1310
N -1.7915 0.6356 -0.0947
N -2.8813 -0.2158 -0.1843
H 3.1126 -0.9971 0.3471
H 1.5578 -1.5361 0.0833
H 2.5894 1.2980 -0.0781
H -0.5888 -1.0460 -0.0973
H -2.7669 -1.1201 0.3230
H -3.7001 0.1998 0.2510
*
```

two.
Entry from the Open Molecules 2025 dataset: one molecule with the formula C3H6FN3 (ωB97M-V/def2-TZVPD).

## Properties
**LUMO level**: 0.90 eV
**Kohn-Sham gap**: 9.921 eV
**Molar mass**: 103.10 g/mol
**HOMO**: -9.02 eV

Structure (ORCA input):
```
! RIJCOSX wB97M-V def2-TZVPD def2/J DEFGRID3
* xyz 0 1
N -1.6165 0.8568 -0.6920
N -0.9627 0.2492 0.4471
C 0.3374 0.8763 0.6405
C 1.3745 -0.1170 0.1122
F 2.6638 0.3222 -0.1090
C 0.8735 -1.2389 -0.3766
N -0.8415 -1.0852 0.1617
H -0.8270 0.7837 -1.4867
H -2.2636 0.1330 -0.8198
H 0.4220 1.1566 1.6331
H 0.2771 1.7521 0.1048
H 1.2581 -2.1907 -0.6903
H -0.6951 -1.4980 1.0750
*
```

Name the least stable of them. two.

one.
Entry from the Open Molecules 2025 dataset: C3H2N2OS as an isolated structure (ωB97M-V/def2-TZVPD).

## Properties
**LUMO level**: -1.94 eV
**Kohn-Sham gap**: 7.511 eV
**Molar mass**: 114.13 g/mol
**HOMO**: -9.45 eV

Structure (ORCA input):
```
! RIJCOSX wB97M-V def2-TZVPD def2/J DEFGRID3
* xyz 0 1
C 0.4740 0.8615 1.0129
C 0.0746 -0.2905 0.2318
C -0.6645 -1.5478 -1.1716
H 1.3014 0.8517 1.8324
H -1.1918 -1.7440 -2.0919
N -0.7072 -0.2693 -0.8349
N 0.1716 -2.3593 -0.5993
O 0.6415 -1.5605 0.3902
S -0.0498 2.3523 0.4212
*
```

two.
Entry from the Open Molecules 2025 dataset: one molecule with the formula C3H2N2OS (ωB97M-V/def2-TZVPD).

## Properties
**LUMO level**: -0.93 eV
**Kohn-Sham gap**: 7.841 eV
**Molar mass**: 114.13 g/mol
**HOMO**: -8.77 eV

Structure (ORCA input):
```
! RIJCOSX wB97M-V def2-TZVPD def2/J DEFGRID3
* xyz 0 1
S 2.9594 -0.0392 -0.1408
C 1.3020 0.0502 0.1938
N 0.6067 1.2053 0.0864
C -0.6618 1.1275 -0.0265
O -1.3874 -0.0084 -0.2378
C -0.6517 -1.1683 -0.0355
N 0.5365 -1.1792 0.2669
H -1.2810 2.0389 0.2544
H -1.4227 -2.0269 -0.3608
*
```

three.
Entry from the Open Molecules 2025 dataset: one molecule with the formula C3H2N2OS (ωB97M-V/def2-TZVPD).

## Properties
**LUMO level**: -0.29 eV
**Kohn-Sham gap**: 8.831 eV
**Molar mass**: 114.13 g/mol
**HOMO**: -9.12 eV

Structure (ORCA input):
```
! RIJCOSX wB97M-V def2-TZVPD def2/J DEFGRID3
* xyz 0 1
O 4.1608 -1.4534 -0.5045
C 3.1771 -1.1077 -0.0062
N 2.1635 -1.0385 0.6333
N 1.2591 -0.0784 0.9101
C 0.0419 0.2243 0.1309
C 1.1867 1.1261 0.2920
S 1.9821 2.4536 -0.0802
H -0.8486 0.2911 0.7400
H -0.0918 -0.2167 -0.8517
*
```

Name the least stable of them. three.

one.
Entry from the Open Molecules 2025 dataset: one molecule with the formula C2H5N3OS2 (ωB97M-V/def2-TZVPD).

## Properties
**LUMO level**: -0.69 eV
**Kohn-Sham gap**: 8.543 eV
**Molar mass**: 151.22 g/mol
**HOMO**: -9.24 eV

Structure (ORCA input):
```
! RIJCOSX wB97M-V def2-TZVPD def2/J DEFGRID3
* xyz 0 1
N 2.4650 -0.6775 -0.0104
N 0.9888 -0.6933 0.1115
C 0.3915 0.5607 -0.0289
S 1.2152 1.9553 -0.2108
N -0.9986 0.4281 0.1603
O -1.6714 1.3215 0.9321
C -1.6775 -0.5807 -0.3404
S -3.3346 -0.7207 -0.2613
H 2.7472 -0.5438 -0.9299
H 2.7693 0.2080 0.4096
H 0.7291 -1.3524 0.7864
H -2.5959 1.2421 0.4772
H -1.0280 -1.1472 -1.0954
*
```

two.
Entry from the Open Molecules 2025 dataset: one molecule with the formula C2H5N3OS2 (ωB97M-V/def2-TZVPD).

## Properties
**LUMO level**: -0.71 eV
**Kohn-Sham gap**: 8.086 eV
**Molar mass**: 151.22 g/mol
**HOMO**: -8.79 eV

Structure (ORCA input):
```
! RIJCOSX wB97M-V def2-TZVPD def2/J DEFGRID3
* xyz 0 1
N -2.1322 -1.9747 -0.2044
N -2.1257 -0.5762 -0.1283
C -0.9613 0.2314 0.1677
N -1.0261 1.4735 0.2320
O -2.2948 1.9429 -0.2519
S 0.3712 -0.7727 0.2149
C 1.6479 0.3410 -0.0186
S 3.3201 0.1218 -0.1077
H -2.2364 -2.5071 0.8651
H -1.3752 -2.4073 -0.7984
H -3.0804 -0.1561 -0.1011
H -2.3147 2.8270 0.5645
H 1.1719 1.2205 -0.4198
*
```

Name the least stable of them. two.

one.
Entry from the Open Molecules 2025 dataset: an isolated ion of composition C4H8NO2S and charge -1 (ωB97M-V/def2-TZVPD).

## Properties
**LUMO level**: 3.44 eV
**Kohn-Sham gap**: 6.251 eV
**Molar mass**: 134.18 g/mol
**HOMO**: -2.81 eV

Structure (ORCA input):
```
! RIJCOSX wB97M-V def2-TZVPD def2/J DEFGRID3
* xyz -1 1
O 3.1949 -0.4733 1.2928
C 2.1334 0.1534 1.1800
N 1.1885 -0.7090 0.4160
C -0.1259 -0.1506 -0.2770
C -0.6719 1.0221 0.5356
O 0.2605 2.1636 0.7674
C -1.2489 -1.1824 -0.2975
S -2.1997 -0.5245 -1.7650
H 1.7445 1.0348 1.6509
H 1.6214 -1.5137 -0.0483
H 0.2010 -0.0886 -1.3613
H -0.8648 0.7204 1.5801
H -1.6284 1.3786 0.1454
H 0.3315 2.7045 -0.0611
H -1.9662 -1.2934 0.5751
H -0.7259 -2.1645 -0.4817
*
```

two.
Entry from the Open Molecules 2025 dataset: an isolated ion of composition C4H8NO2S and charge -1 (ωB97M-V/def2-TZVPD).

## Properties
**LUMO level**: 3.29 eV
**Kohn-Sham gap**: 6.081 eV
**Molar mass**: 134.18 g/mol
**HOMO**: -2.79 eV

Structure (ORCA input):
```
! RIJCOSX wB97M-V def2-TZVPD def2/J DEFGRID3
* xyz -1 1
O -1.4006 2.9760 0.4705
C -1.0531 1.8424 0.7337
N -0.3758 1.1730 -0.3629
C -0.0340 -0.2211 -0.4781
C 0.4001 -0.9258 0.9816
O -0.4983 -0.6887 2.0914
C 1.0519 -0.4253 -1.6102
S 1.3810 -2.2906 -1.7757
H -1.3146 1.2467 1.5907
H -0.3347 1.6539 -1.3032
H -1.0184 -0.7693 -0.7887
H 1.3468 -0.5271 1.3267
H 0.4932 -2.0157 0.8662
H -1.3115 -1.2381 2.2141
H 1.9381 0.2191 -1.3157
H 0.7299 -0.0093 -2.6404
*
```

three.
Entry from the Open Molecules 2025 dataset: an isolated ion of composition C4H8NO2S and charge -1 (ωB97M-V/def2-TZVPD).

## Properties
**LUMO level**: 3.59 eV
**Kohn-Sham gap**: 7.132 eV
**Molar mass**: 134.18 g/mol
**HOMO**: -3.55 eV

Structure (ORCA input):
```
! RIJCOSX wB97M-V def2-TZVPD def2/J DEFGRID3
* xyz -1 1
C 4.0645 0.5173 -0.2268
N 2.8290 0.4895 0.0485
S 2.0393 -0.8772 0.3467
O 0.5796 -0.2664 0.6009
C -0.5792 -0.8340 -0.4078
O -1.0079 -1.9502 -0.1345
C -1.6607 0.3621 -0.2401
C -2.8368 0.1665 0.7081
H 4.6848 1.4782 -0.3644
H 4.7682 -0.3129 -0.4271
H -0.0983 -0.7576 -1.4835
H -1.2207 1.3296 -0.0112
H -2.0968 0.4397 -1.3595
H -3.7036 0.8931 0.6365
H -2.3252 0.1578 1.7393
H -3.4363 -0.8357 0.5751
*
```

Name the least stable of them. three.

one.
Entry from the Open Molecules 2025 dataset: one molecule with the formula C3H7N5O (ωB97M-V/def2-TZVPD).

## Properties
**LUMO level**: 0.89 eV
**Kohn-Sham gap**: 9.802 eV
**Molar mass**: 129.12 g/mol
**HOMO**: -8.91 eV

Structure (ORCA input):
```
! RIJCOSX wB97M-V def2-TZVPD def2/J DEFGRID3
* xyz 0 1
H -2.3159 -2.3863 0.4003
N -1.8660 -1.4803 0.4480
C -0.7148 -1.3098 -0.1106
N -0.0443 -0.0360 -0.0019
C -0.7609 1.2164 -0.0972
N -2.0987 1.0194 -0.1771
O -0.1082 2.2527 -0.1315
C 1.3599 -0.1648 0.0125
N 2.1308 0.8569 0.4804
N 1.9588 -1.2380 -0.4659
H 2.8703 -1.2098 -0.0178
H -0.1253 -1.9940 -0.7033
H -2.6639 1.8077 -0.1365
H -2.4697 0.0588 -0.1639
H 1.7037 1.8050 0.4347
H 3.1442 0.8023 0.2297
*
```

two.
Entry from the Open Molecules 2025 dataset: one molecule with the formula C3H7N5O (ωB97M-V/def2-TZVPD).

## Properties
**LUMO level**: 0.47 eV
**Kohn-Sham gap**: 9.632 eV
**Molar mass**: 129.12 g/mol
**HOMO**: -9.16 eV

Structure (ORCA input):
```
! RIJCOSX wB97M-V def2-TZVPD def2/J DEFGRID3
* xyz 0 1
H -1.6045 -2.5774 -1.2949
N -2.1851 -1.9037 -0.8118
C -1.4758 -0.8402 -0.5843
N -2.0014 0.2930 -0.0465
N -0.1582 -0.5772 -0.9177
O 0.4698 -1.7279 -1.5591
C 0.7047 0.1961 -0.2902
N 0.4313 1.2958 0.3495
C 1.4123 1.6386 1.3738
N 2.3653 0.8622 1.6512
H 2.9853 1.4052 2.3405
H -2.9485 0.1947 0.3093
H -1.4645 0.7694 0.6527
H 0.5300 -1.5188 -2.5303
H 1.7301 -0.1426 -0.5015
H 1.2092 2.6330 1.8595
*
```

Name the least stable of them. two.

one.
Entry from the Open Molecules 2025 dataset: an isolated ion of composition C28H39N2O3 and charge +1 (ωB97M-V/def2-TZVPD).

## Properties
**LUMO level**: -2.85 eV
**Kohn-Sham gap**: 8.597 eV
**Molar mass**: 451.63 g/mol
**HOMO**: -11.45 eV

Structure (ORCA input):
```
! RIJCOSX wB97M-V def2-TZVPD def2/J DEFGRID3
* xyz 1 1
C 5.9719 4.5244 5.3060
C 5.1769 4.8063 4.0368
C 6.0963 5.0264 2.8371
C 5.3551 5.4376 1.5646
C 4.4834 4.3260 0.9831
C 3.8262 4.7609 -0.3252
C 3.0367 3.6477 -1.0144
C 1.8089 3.2025 -0.2213
C 0.9576 2.2169 -1.0188
C -0.2441 1.7512 -0.2050
O -1.1381 0.9437 -0.9918
C -0.8580 -0.3271 -1.1353
O 0.0782 -0.9266 -0.6767
C -1.9332 -1.0166 -1.9989
N -1.7627 -2.4433 -1.9506
C -1.6120 -3.1875 -0.8491
C -1.7194 -2.7226 0.5646
O -2.5159 -1.5747 0.6244
C -2.3102 -0.6718 1.6599
C -1.5267 -0.9156 2.7747
C -1.3830 0.0862 3.7244
C -2.0107 1.3048 3.5692
C -2.8157 1.5481 2.4595
C -3.5199 2.8583 2.3033
C -2.9579 0.5496 1.5102
N -1.3434 -4.4560 -1.1800
C -1.1028 -5.5331 -0.2557
C -1.3136 -4.5500 -2.5579
C -1.0870 -5.6181 -3.4169
C -1.1350 -5.3553 -4.7705
C -1.4000 -4.0746 -5.2605
C -1.6275 -3.0075 -4.4156
C -1.5788 -3.2605 -3.0506
H 6.5864 3.6353 5.1816
H 5.3048 4.3655 6.1502
H 6.6265 5.3608 5.5396
H 4.5072 3.9662 3.8423
H 4.5615 5.6966 4.1855
H 6.8120 5.8121 3.0899
H 6.6653 4.1136 2.6453
H 4.7325 6.3099 1.7765
H 6.0907 5.7340 0.8129
H 3.7134 4.0557 1.7060
H 5.1012 3.4434 0.8007
H 4.6044 5.1047 -1.0101
H 3.1628 5.6068 -0.1320
H 3.6913 2.7892 -1.1793
H 2.7101 4.0078 -1.9929
H 1.2063 4.0774 0.0312
H 2.1216 2.7299 0.7104
H 0.6022 2.6934 -1.9349
H 1.5615 1.3504 -1.2964
H 0.0778 1.1756 0.6678
H -0.8519 2.5974 0.1179
H -1.8258 -0.6803 -3.0312
H -2.9178 -0.7228 -1.6278
H -2.1504 -3.5260 1.1821
H -0.6978 -2.5157 0.9251
H -1.0356 -1.8629 2.9322
H -0.7715 -0.0997 4.5937
H -1.8858 2.0740 4.3155
H -4.3986 2.8833 2.9473
H -3.8467 3.0103 1.2781
H -2.8726 3.6811 2.5983
H -3.5750 0.7058 0.6388
H -1.9961 -5.7402 0.3362
H -0.8411 -6.4272 -0.8152
H -0.2798 -5.2839 0.4145
H -0.8848 -6.6122 -3.0535
H -0.9649 -6.1582 -5.4696
H -1.4284 -3.9179 -6.3268
H -1.8358 -2.0264 -4.8097
*
```

two.
Entry from the Open Molecules 2025 dataset: C28H39N2O3 as an isolated structure (ωB97M-V/def2-TZVPD).

## Properties
**LUMO level**: -3.14 eV
**Kohn-Sham gap**: 7.102 eV
**Molar mass**: 451.63 g/mol
**HOMO**: -10.24 eV

Structure (ORCA input):
```
! RIJCOSX wB97M-V def2-TZVPD def2/J DEFGRID3
* xyz 1 1
C -5.0407 -0.1652 0.7512
H -4.3685 0.4026 1.5320
C -4.7016 -1.4432 0.4178
C -3.2633 -1.4700 -0.4617
C -1.8871 -0.7845 0.2653
C -1.4897 -1.8458 1.3716
C -0.1647 -1.4000 1.9822
C 0.1744 -1.9301 3.1437
C 1.5305 -1.4652 3.6376
C 2.7220 -1.9702 2.8558
C 3.6970 -1.0412 2.7272
H 4.6126 -1.2615 2.0380
H 4.4132 -0.7695 3.9311
O 3.3755 0.2844 2.4520
C 3.1635 0.6568 1.1857
O 3.1876 -0.3954 0.2692
C 2.8660 1.9656 1.0965
N 1.4076 2.0181 0.5902
C 0.7058 2.0137 -0.5890
N -0.5132 2.0294 -0.6524
C -0.8331 2.5154 0.6176
C -2.1530 2.5338 1.1071
C -2.2449 2.8627 2.5532
C -1.0124 2.6892 3.3227
C 0.1074 2.8474 2.7331
C 0.2562 2.4134 1.5250
H 1.3100 2.5748 3.5200
H -1.2272 3.0718 4.4103
H -3.0249 3.0092 3.0208
H -2.9718 2.6790 0.6836
C -1.5100 2.1975 -1.7613
H -0.8570 1.9807 -2.6781
H -2.2509 1.4171 -1.5053
H -1.7085 3.1648 -1.8150
C 1.7368 1.5615 -1.8392
O 0.6967 0.7113 -2.7029
C 1.5484 0.2575 -3.7085
C 2.8315 0.0911 -4.0696
C 3.3831 -0.3670 -5.1838
C 2.6008 -1.4239 -5.9540
C 1.4214 -1.7198 -5.2960
C 0.7712 -1.1457 -4.4884
C -0.5372 -1.2038 -4.0103
H -0.5165 -1.3009 -2.8498
H -0.9996 -2.0134 -4.5340
H -1.2548 -0.3005 -4.0613
H 0.8787 -2.3562 -5.8142
H 3.2092 -1.8748 -6.4573
H 4.3397 -0.0265 -5.4746
H 3.4312 1.0405 -3.7387
H 1.9183 2.5428 -2.3557
H 2.5127 1.0873 -1.4926
H 2.7381 2.6763 2.0744
H 3.4261 2.3590 0.3390
H 3.0794 -3.0632 3.2555
H 2.2417 -2.2730 1.8066
H 1.7673 -1.8662 4.7072
H 1.5225 -0.5254 3.7034
H -0.6595 -2.0053 3.9824
H 0.2219 -3.3647 3.0789
H -0.4457 -0.1011 2.4028
H 0.4501 -1.2733 1.2855
H -1.4314 -2.7417 1.0851
H -2.2898 -1.9414 2.0338
H -1.1295 -0.9076 -0.4513
H -2.2089 0.0396 0.6250
H -3.3527 -0.9803 -1.3862
H -3.2017 -2.6511 -0.7929
H -5.2268 -2.0528 -0.3752
H -4.5217 -2.4850 1.2883
H -6.1356 -0.2434 1.2014
H -5.1219 0.4558 -0.1104
*
```

Name the least stable of them. two.